Entry 1:
The following is a DFT calculation (ωB97M-V/def2-TZVPD) of a 2-piece molecular cluster, C3H9O2S overall in a non-equilibrium geometry.

The geometry in ORCA input format:
```
! RIJCOSX wB97M-V def2-TZVPD def2/J DEFGRID3
* xyz -1 1
C 1.438 -0.140 0.056
O 1.296 0.197 -1.279
C 0.200 -0.959 0.576
C -1.082 -0.108 0.212
S -2.662 -1.225 -0.112
H 1.487 0.703 0.869
H 2.445 -0.633 0.245
H 0.081 -1.809 -0.208
H 0.150 -1.414 1.633
H -0.941 0.436 -0.737
H -1.425 0.582 1.032
H -2.181 -2.504 -0.225
H 0.348 2.575 0.005
H 0.617 1.673 -1.107
O 0.228 2.627 -0.961
*
```

Output
* gap between HOMO and LUMO: 7.025 eV
* relative energy (zero: lowest compared OMol25 entry of this formula, charge and spin): 26.2 kcal per mole

Entry 2:
The following is a DFT calculation (ωB97M-V/def2-TZVPD) of a 2-piece molecular cluster, C3H9O2S overall in a non-equilibrium geometry.

The geometry in ORCA input format:
```
! RIJCOSX wB97M-V def2-TZVPD def2/J DEFGRID3
* xyz -1 1
C -0.154 1.206 0.914
O -1.345 0.864 0.337
C 1.006 0.243 0.573
C 1.202 0.135 -0.923
S 0.765 -1.448 -1.763
H 0.115 2.225 0.544
H -0.228 1.347 2.022
H 0.761 -0.724 1.020
H 1.896 0.630 1.083
H 0.669 0.923 -1.450
H 2.238 0.005 -1.226
H -0.293 -2.010 -1.141
H -2.926 -1.460 -0.269
H -1.693 -0.453 0.263
O -2.012 -1.484 0.016
*
```

Output
* gap between HOMO and LUMO: 7.375 eV
* relative energy (zero: lowest compared OMol25 entry of this formula, charge and spin): 14.1 kcal per mole

Entry 3:
The following is a DFT calculation (ωB97M-V/def2-TZVPD) of a 2-piece molecular cluster, C3H9O3 overall in a non-equilibrium geometry.

The geometry in ORCA input format:
```
! RIJCOSX wB97M-V def2-TZVPD def2/J DEFGRID3
* xyz -1 1
C 0.436 0.080 1.108
O 1.055 -0.980 0.618
C -1.119 0.191 0.687
C -1.653 -0.267 -0.810
O -0.626 -0.196 -1.694
H 0.677 0.055 2.170
H 0.834 0.991 0.814
H -1.505 1.224 0.763
H -1.624 -0.595 1.327
H -1.900 -1.283 -0.555
H -2.524 0.299 -1.000
H 0.233 -0.616 -1.247
H 2.957 1.059 -0.760
H 2.091 -0.172 -0.319
O 2.670 0.208 -1.103
*
```

Output
* gap between HOMO and LUMO: 7.736 eV
* relative energy (zero: lowest compared OMol25 entry of this formula, charge and spin): 31.0 kcal per mole

Entry 4:
The following is a DFT calculation (ωB97M-V/def2-TZVPD) of a 2-piece molecular cluster, C3H9O3PS overall in a non-equilibrium geometry.

The geometry in ORCA input format:
```
! RIJCOSX wB97M-V def2-TZVPD def2/J DEFGRID3
* xyz 0 1
C -1.077 -2.921 0.321
C 0.913 1.603 0.858
C 1.271 0.994 -1.853
O 3.644 0.762 -0.252
O 3.125 -1.643 -0.637
O 2.924 -0.725 1.594
P 0.921 0.121 -0.256
S 3.015 -0.473 0.185
H -1.709 -3.220 -0.508
H -1.573 -2.354 1.094
H -0.137 -3.378 0.449
H 1.053 2.423 0.200
H 1.751 1.552 1.507
H -0.108 1.694 1.226
H 2.105 1.558 -1.775
H 0.334 1.718 -2.012
H 1.501 0.416 -2.692
*
```

Output
* gap between HOMO and LUMO (alpha / beta): 9.771 / 5.613 eV
* relative energy (zero: lowest compared OMol25 entry of this formula, charge and spin): 159.7 kcal per mole

Entry 5:
The following is a DFT calculation (ωB97M-V/def2-TZVPD) of C3H9O3Tl as an isolated structure in a non-equilibrium geometry.

The geometry in ORCA input format:
```
! RIJCOSX wB97M-V def2-TZVPD def2/J DEFGRID3
* xyz 1 2
Tl 1.966 -0.078 0.416
O 0.951 0.870 -0.901
H 0.932 2.415 -0.950
C -0.216 -1.942 1.756
O 0.203 -1.160 0.650
C -0.854 -0.464 -0.015
C -0.248 0.217 -1.233
H 0.678 -2.379 2.214
H -0.740 -1.315 2.493
H -0.886 -2.744 1.414
H -1.278 0.275 0.685
H -1.640 -1.181 -0.302
H -1.011 0.900 -1.651
H -0.061 -0.556 -2.004
O 0.815 3.413 -0.935
H 1.390 3.728 -1.636
*
```

Output
* gap between HOMO and LUMO (alpha / beta): 9.416 / 5.709 eV
* expectation value of S²: 0.76

Entry 6:
The following is a DFT calculation (ωB97M-V/def2-TZVPD) of an isolated ion of composition C3H9O4 and charge +1 in a non-equilibrium geometry.

The geometry in ORCA input format:
```
! RIJCOSX wB97M-V def2-TZVPD def2/J DEFGRID3
* xyz 1 1
C 0.181 -0.565 2.379
C -1.787 0.558 -1.167
C 1.660 0.204 -1.242
O 0.783 -0.374 1.190
O -1.019 0.369 0.047
O 0.775 -0.875 -1.041
O 0.016 -0.771 0.076
H -0.511 -1.336 2.309
H -0.410 0.256 2.814
H 0.927 -0.878 3.041
H -2.492 1.314 -0.824
H -2.398 -0.373 -1.601
H -1.264 0.854 -2.155
H 2.342 0.446 -0.379
H 0.986 1.056 -1.320
H 2.211 0.115 -2.129
*
```

Output
* gap between HOMO and LUMO (alpha / beta): 10.604 / 10.603 eV
* relative energy (zero: lowest compared OMol25 entry of this formula, charge and spin): 102.1 kcal per mole

These records have total energy values of -18186.785, -18187.313, -9398.383, -29518.612, -14082.404, -11428.549 eV, in the order they appear.